Formula: C4H6FNO
Source: OMol25
Level of theory: wB97M-V/def2-TZVPD

Kohn-Sham gap (spin up / spin down) in eV: 7.43 / 6.91
Largest force on an atom in eV/A: 4.868
Relative energy (zero: lowest compared OMol25 entry of this formula, charge and spin) in kJ/mol: 455.6
Energy in eV: -10495.43181
Charge: 0

Structure (XYZ):
```
13
Properties=species:S:1:pos:R:3:nbo_charge:R:1
C -1.4382 -0.9330 1.3695 0.522
C 0.7531 0.9246 -0.9053 -0.554
C -0.4859 -0.0656 -0.6998 -0.207
C 1.5883 0.5508 0.2549 0.546
N -0.4807 -0.3193 0.6814 -0.586
O -1.5028 -1.3213 2.4995 -0.601
F 2.4099 -0.5241 0.1753 -0.294
H -2.2212 -0.9472 0.5384 0.067
H 1.3753 0.6556 -1.8746 0.261
H 0.2446 1.9366 -0.7641 0.270
H -1.4029 0.3127 -1.2956 0.184
H -0.4390 -1.1030 -1.2186 0.183
H 1.5994 0.8333 1.2390 0.209
```

---

Formula: C4H6FNO2
Source: OMol25
Level of theory: wB97M-V/def2-TZVPD

Kohn-Sham gap in eV: 9.32
Largest force on an atom in eV/A: 2.744
Relative energy (zero: lowest compared OMol25 entry of this formula, charge and spin) in kJ/mol: 263.8
SMILES: C/C(=C/F)N(O)C=O
Energy in eV: -12545.35657
Charge: 0

Structure (XYZ):
```
14
Properties=species:S:1:pos:R:3:nbo_charge:R:1
C 1.4234 1.7863 -0.0042 -0.624
C 0.8574 0.3616 -0.0139 0.091
C 1.7517 -0.6542 0.0405 0.139
C -1.3073 -0.8388 0.0357 0.476
H 1.0412 2.4208 -0.7866 0.233
H 2.5589 1.7829 -0.0330 0.224
H 1.1068 2.2477 0.9647 0.230
H 2.8421 -0.5275 -0.1461 0.189
H -2.0960 1.2081 -0.0507 0.507
H -0.7933 -1.7822 -0.0755 0.178
N -0.5115 0.2922 -0.0244 -0.140
O -1.1453 1.4885 0.0009 -0.532
O -2.5386 -0.7093 -0.0014 -0.622
F 1.3379 -1.9509 -0.0051 -0.350
```